[1]
The following is a quantum chemistry calculation of a molecular structure, C17H18F15N6O15S5Zn2 at a distorted geometry, from OMol25.

Charge: -1
Orbital gap: 7.7 eV

XYZ file:
```
78
C17H18F15N6O15S5Zn2 | OMol25 | ωB97M-V/def2-TZVPD
C 0.974 -6.214 -0.279
F -1.311 -4.079 0.270
C 2.033 -5.739 0.580
O -2.080 -3.144 3.898
S -0.035 1.283 3.506
C 4.908 0.934 0.769
O -3.646 -3.924 2.171
C 3.903 1.970 0.957
O -1.044 0.430 2.898
H 1.762 6.818 -2.925
F 0.065 -3.665 1.907
C 1.583 -0.938 -0.285
H 1.995 2.024 -4.362
F -2.659 4.771 -0.861
C -1.137 -4.172 1.559
H -2.609 -0.204 -2.849
H -3.744 -0.853 -4.100
C -5.719 0.245 -1.515
O -2.382 -1.878 1.829
N -1.455 0.622 -5.587
F -5.814 1.242 -0.630
O -2.586 1.960 1.137
C 0.978 6.787 -2.174
C 2.142 0.969 -4.154
F 0.430 -0.491 5.331
O -0.861 3.638 0.851
F -4.388 3.871 -0.020
O -0.219 0.162 -2.007
F -5.084 0.747 -2.573
C 4.202 -2.987 0.891
H 2.297 0.825 -3.085
N 3.088 2.754 1.076
F 2.049 0.945 5.066
C 3.408 0.514 -4.748
O -5.693 -1.895 0.135
O -4.186 -1.933 -1.761
O 0.861 1.606 -0.278
H 3.313 -1.987 2.592
H 3.043 -5.952 0.238
C -3.262 4.466 0.283
H 4.708 0.437 -0.178
O -3.815 -0.377 0.094
Zn 1.077 3.332 0.986
F 2.189 -0.658 0.894
H 5.917 1.344 0.774
O -0.547 2.252 4.452
N 0.111 -6.543 -0.959
C 3.725 -2.941 2.279
F -3.407 5.594 0.951
H -2.215 -1.747 -3.716
H 0.023 6.880 -2.692
F 2.482 -0.765 -1.254
H 4.640 -3.037 2.871
N 0.998 4.533 -0.846
C 0.990 5.507 -1.443
O -0.853 -0.072 0.302
S -4.763 -1.148 -0.700
S -2.215 3.340 1.368
H 1.894 -6.267 1.529
H 1.050 7.616 -1.475
F -1.187 -5.435 1.929
S 0.216 0.320 -0.628
O -2.411 3.719 2.756
F 1.157 -2.172 -0.192
C -2.014 0.025 -4.778
N 4.612 -3.007 -0.181
F -6.935 -0.127 -1.878
C -2.719 -0.789 -3.754
C 1.136 0.184 4.461
N 4.380 0.151 -5.243
H 4.836 0.274 1.633
H 1.324 0.339 -4.490
F 1.812 -0.649 3.669
H 1.884 -4.680 0.778
S -2.449 -3.204 2.499
H 3.029 -3.748 2.485
Zn -2.489 0.073 1.541
O 0.707 1.916 2.401
```

[2]
The following is a quantum chemistry calculation of 3 unconnected molecules or ions with the total composition C17H18F16O7, from OMol25.

Charge: 0
Structure (SMILES): FC(F)C(F)(F)COC(F)(F)C(F)F.FC(F)C(F)(F)COC(F)(F)C(F)F.CC(=O)OCC[C@H]1COC(=O)O1
Orbital gap: 10.9 eV

XYZ file:
```
58
C17H18F16O7 | OMol25 | ωB97M-V/def2-TZVPD
H 2.089 -4.483 -1.229
H -0.649 2.183 2.786
O 0.076 -6.017 -1.072
C 2.463 0.650 -4.100
F 3.184 -0.326 -3.459
F 1.355 0.064 -4.598
C 1.538 -4.302 -0.307
H -0.659 1.299 4.285
F -4.064 0.738 4.006
C -4.282 2.790 5.027
H 0.993 -2.049 -1.835
H 4.343 1.442 -4.836
F 0.775 3.637 3.797
C -0.431 3.470 4.420
C 1.644 -2.834 0.076
O 0.826 2.300 -3.101
F -5.041 2.297 6.031
H -0.458 -4.006 -1.077
H -0.371 -4.777 0.532
O 0.247 -0.234 1.601
C -0.349 3.303 -4.943
O 0.456 -2.334 0.775
F 0.043 4.334 -2.921
C 3.382 1.109 -5.236
H 0.651 2.680 6.126
O -1.008 -7.935 -0.929
O -2.441 2.151 3.619
H 1.969 -4.885 0.506
C 0.623 -0.984 0.761
C -1.037 2.201 3.803
F -0.417 4.470 -5.619
H -4.924 3.076 4.191
F 3.594 0.059 -6.063
H 2.457 -2.638 0.780
C -3.301 1.701 4.576
H 2.694 -1.687 -1.462
H 2.889 2.378 -2.834
C 1.702 -1.818 -1.037
C 0.081 -4.722 -0.458
F 2.825 2.102 -5.951
F -1.177 3.266 6.675
H -2.339 -4.963 -1.241
F -1.192 4.545 4.128
O 1.284 -0.621 -0.364
C 0.634 3.471 -3.777
H -3.050 -6.512 -1.704
F 0.067 2.340 -5.788
F -2.668 1.138 5.619
C -1.072 -6.739 -0.978
C -0.085 3.460 5.912
F -3.628 3.876 5.477
H -1.337 3.045 -4.559
C 2.084 1.663 -3.009
F 0.446 4.661 6.238
H -2.825 -6.108 0.006
C -2.392 -6.019 -0.992
H 1.996 1.065 -2.103
F 1.789 4.030 -4.173
```

[3]
The following is a quantum chemistry calculation of a molecular structure, C17H18F4HfN6S at a distorted geometry, from OMol25.

Charge: +2
Orbital gap: 6.6 eV

XYZ file:
```
47
C17H18F4HfN6S | OMol25 | ωB97M-V/def2-TZVPD
Hf -0.043 -0.014 0.186
C -1.578 -2.328 0.940
C -1.524 0.710 -2.557
H 1.791 -2.636 0.909
H -3.386 -1.140 0.873
H -2.385 2.010 3.957
C 4.204 -0.018 -1.579
C -0.131 -2.880 -0.925
H -0.315 -3.954 -0.810
F -0.999 1.563 -4.682
S -0.691 0.288 2.631
H 5.601 1.625 -1.484
C 4.605 1.276 -1.262
N -2.026 2.519 3.163
F -4.694 -0.171 -1.080
H 0.607 -3.810 1.489
C -4.170 0.677 -3.222
N -0.211 -2.186 0.374
H 0.725 -2.231 2.274
C -2.600 -1.455 0.174
H -0.871 -2.480 -1.621
C 0.780 -2.744 1.310
N -0.527 2.677 1.437
H 0.861 -2.761 -1.364
C -2.416 0.203 -1.599
F -0.167 0.695 -2.142
C -3.250 1.118 -4.161
N 2.057 0.329 -0.558
C 3.686 2.112 -0.660
C -1.909 1.146 -3.814
H 1.753 3.526 0.540
C 2.942 -0.446 -1.200
H -1.904 -3.373 0.917
H 3.934 3.132 -0.413
C -1.144 1.960 2.352
C 1.466 2.507 0.296
H -1.549 -2.011 1.985
H 2.632 -1.461 -1.425
N 0.327 2.012 0.666
N -1.911 -0.305 -0.428
H -2.231 3.506 3.094
H -3.580 1.429 -5.140
H 4.872 -0.689 -2.093
C 2.412 1.631 -0.351
F -5.454 0.672 -3.526
C -3.774 0.228 -1.966
H -3.088 -2.046 -0.610
```

[4]
The following is a quantum chemistry calculation of a molecular structure, C17H18F5NO5TeZr at a distorted geometry, from OMol25.

ΔE to the lowest compared entry with this formula, charge and spin: 2.806 eV
Charge: +2
Orbital gap: 7.9 eV

XYZ file:
```
48
C17H18F5NO5TeZr | OMol25 | ωB97M-V/def2-TZVPD
H 2.578 1.518 2.134
C 1.438 -0.807 2.782
O -1.323 1.313 0.141
C -3.449 -1.515 -2.031
C 3.257 1.223 0.127
C 1.111 -2.286 2.942
H -4.243 -2.149 -1.660
O -0.880 -1.381 0.564
C 0.270 0.147 3.104
O -0.582 2.364 -2.584
F -1.426 4.508 -1.652
H 3.576 1.806 -2.560
C -1.455 0.143 -2.874
Te -1.520 2.994 -0.685
O -2.826 -2.492 0.683
H 0.719 -2.457 3.945
H 2.834 -1.597 -1.682
O 0.768 0.599 -2.392
C -1.958 -1.744 0.081
C 3.310 0.380 -0.988
H -2.533 -2.719 1.584
H -4.433 -1.012 -3.876
H 3.805 0.120 -3.064
C 2.754 -0.900 -0.857
H 5.034 0.940 -2.092
C 2.609 0.840 1.291
C -3.553 -0.862 -3.265
C 2.052 -0.443 1.438
C 2.159 -1.321 0.338
H 0.627 1.122 3.435
C -0.327 1.130 -2.748
F 0.870 2.268 -0.454
C -2.567 0.022 -3.686
H 2.008 -2.900 2.842
N -1.320 -0.544 -1.750
C -2.306 -1.299 -1.293
C 3.959 0.831 -2.256
F -2.899 3.536 0.363
H -0.362 -0.255 3.894
H 3.713 2.203 0.078
H 1.838 -2.349 0.441
H 2.225 -0.586 3.509
F -2.895 2.346 -1.713
Zr 0.382 0.367 -0.320
H -2.668 0.597 -4.595
H 0.370 -2.644 2.228
F -0.510 3.871 0.544
H -0.401 0.350 2.257
```

no.,highest occupied orbital energy (eV)
1,-6.96
2,-10.66
3,-14.50
4,-16.66